No. 1
Computed, not measured: a cluster of 2 separate species, C4H6N2 in total, with ωB97M-V/def2-TZVPD.

Values from the calculation:
ΔE to the lowest compared entry with this formula, charge and spin = 2.4185 eV
Frontier orbital gap = 9.52 eV
Total charge = 0
HOMO energy = -10.3 eV
F_max = 0.4 eV Å⁻¹

Element x y z (Å)
H 2.150 1.512 0.227
N 1.877 0.530 0.143
C 0.617 0.443 0.028
C -0.431 1.509 0.010
C -1.601 0.877 -0.128
C -1.275 -0.573 -0.203
N -0.022 -0.830 -0.114
H -0.238 2.572 0.101
H -2.598 1.300 -0.177
H -2.009 -1.368 -0.323
H 1.618 -2.648 0.172
H 1.912 -3.325 0.264

Atomic forces in eV per Å
0.0 -0.1 0.0
-0.4 0.1 0.0
0.3 0.0 0.0
-0.2 0.0 0.0
0.1 0.1 0.0
0.1 -0.1 0.0
-0.3 0.2 0.0
0.0 -0.2 0.0
0.2 0.0 0.0
0.1 0.1 0.0
0.0 0.0 0.0
0.1 -0.1 0.0

Löwdin atomic charge list, values in e, 2 entries: 0.0606 0.1915

=====

No. 2
Computed, not measured: an isolated molecule of C4H6N2 at a distorted geometry, with ωB97M-V/def2-TZVPD.

Values from the calculation:
ΔE to the lowest compared entry with this formula, charge and spin = 3.4365 eV
Frontier orbital gap = 9.25 eV
Total charge = 0
HOMO energy = -9.1 eV
F_max = 7.3 eV Å⁻¹

Element x y z (Å)
C 1.112 0.035 1.230
C -0.323 -0.025 0.236
C -0.325 -1.177 -0.801
N -0.775 -0.645 -1.882
N -0.888 0.644 -1.936
C -0.710 1.043 -0.682
H 1.810 0.437 0.507
H 1.294 -0.882 1.790
H 1.041 0.843 1.916
H -1.328 -0.106 0.890
H -0.024 -2.220 -0.662
H -0.882 2.054 -0.605

Atomic forces in eV per Å
-3.0 0.9 -2.4
0.3 -1.7 2.7
-0.7 2.3 1.1
1.4 -6.7 -2.5
-0.7 3.2 3.6
0.7 -0.2 -2.6
0.8 -0.9 0.0
0.1 0.0 -0.7
-0.6 0.6 0.8
2.2 -0.3 -1.0
-0.5 0.5 -0.2
-0.1 2.2 1.2

Löwdin atomic charge list, values in e, 2 entries: 0.0060 -0.2450

=====

No. 3
Computed, not measured: an isolated molecule of C4H6N2 at a distorted geometry, with ωB97M-V/def2-TZVPD.

Values from the calculation:
ΔE to the lowest compared entry with this formula, charge and spin = 4.2268 eV
Frontier orbital gap = 8.63 eV
Total charge = 0
HOMO energy = -8.3 eV
F_max = 1.1 eV Å⁻¹

Element x y z (Å)
N 2.789 1.462 -0.128
C 2.002 0.616 -0.101
C 1.064 -0.511 -0.101
N -0.299 -0.119 0.215
C -1.367 -0.918 0.032
C -0.918 1.095 0.224
H 1.060 -0.951 -1.109
H 1.417 -1.277 0.597
H -2.127 -0.985 0.796
H -1.382 -1.615 -0.812
H -1.518 1.385 -0.628
H -0.720 1.818 1.015

Atomic forces in eV per Å
-0.8 -0.8 0.1
0.7 0.7 0.0
0.1 -0.1 0.0
-0.2 0.0 -0.1
0.0 -0.2 0.0
0.0 0.3 0.0
0.1 0.0 0.1
0.0 0.1 -0.1
0.2 0.1 -0.1
-0.1 0.1 0.1
0.0 -0.1 0.1
0.0 -0.1 -0.1

Löwdin atomic charge list, values in e, 2 entries: 0.1539 -0.1966

=====

No. 4
Computed, not measured: an isolated molecule of C4H6N2 at a distorted geometry, with ωB97M-V/def2-TZVPD.

Values from the calculation:
ΔE to the lowest compared entry with this formula, charge and spin = 3.3431 eV
Frontier orbital gap = 10.21 eV
Total charge = 0
HOMO energy = -9.4 eV
F_max = 2.6 eV Å⁻¹

Element x y z (Å)
N 2.205 -1.159 -0.364
C 1.390 -0.356 -0.595
C 0.180 0.268 -0.147
N 0.346 1.222 0.919
C -1.211 0.180 -0.676
C -0.667 -0.971 0.162
H 1.087 0.953 1.566
H 0.610 2.118 0.514
H -1.348 -0.051 -1.740
H -1.873 0.942 -0.286
H -0.198 -1.313 1.129
H -0.521 -1.832 -0.482

Atomic forces in eV per Å
0.0 1.3 -1.1
1.5 -1.5 0.3
0.1 0.1 -0.6
0.1 -0.1 0.0
0.0 0.1 0.3
0.7 -0.7 0.5
-0.2 -0.1 -0.2
-0.1 -0.1 0.2
0.0 -0.2 0.7
0.0 -0.1 0.0
-2.4 0.8 0.1
0.4 0.3 -0.3

Löwdin atomic charge list, values in e, 2 entries: 0.1394 -0.1824

=====

No. 5
Computed, not measured: a cluster of 2 separate species, C4H6N2 in total, with ωB97M-V/def2-TZVPD.

Values from the calculation:
ΔE to the lowest compared entry with this formula, charge and spin = 2.4252 eV
Frontier orbital gap = 9.52 eV
Total charge = 0
HOMO energy = -10.3 eV
F_max = 0.4 eV Å⁻¹

Element x y z (Å)
H 1.282 -1.147 -2.018
N 0.333 -0.997 -1.667
C 0.375 -0.300 -0.609
C 1.544 0.264 0.135
C 1.037 0.900 1.196
C -0.441 0.742 1.099
N -0.826 0.064 0.081
H 2.583 0.144 -0.154
H 1.560 1.431 1.984
H -1.156 1.151 1.812
H -2.787 -1.030 -0.916
H -3.504 -1.222 -0.943

Atomic forces in eV per Å
-0.1 0.0 0.0
0.2 0.3 0.3
0.0 -0.1 -0.2
0.0 0.1 0.2
0.1 -0.1 -0.1
-0.1 -0.1 -0.1
0.2 0.2 0.2
-0.2 0.0 0.0
-0.1 -0.1 -0.2
0.1 -0.1 -0.1
-0.1 0.0 0.0
-0.1 -0.1 -0.1

Löwdin atomic charge list, values in e, 2 entries: 0.0607 0.1908

=====

No. 6
Computed, not measured: an isolated molecule of C4H6N2 at a distorted geometry, with ωB97M-V/def2-TZVPD.

Values from the calculation:
ΔE to the lowest compared entry with this formula, charge and spin = 3.5197 eV
Frontier orbital gap (spin up / spin down) = 5.97 / 8.12 eV
Total charge = 0
HOMO energy (spin up / spin down) = -4.9 / -9.7 eV
2S+1 = 3
F_max = 6.5 eV Å⁻¹

Element x y z (Å)
C 0.385 1.060 0.029
C -0.369 -0.042 0.184
C 2.167 -1.329 0.027
C -1.801 0.142 -0.049
N 1.821 1.007 0.110
N 2.164 -0.145 0.070
H 0.098 1.994 -0.178
H 2.239 -2.308 -0.332
H -0.103 -0.975 0.436
H -2.104 1.143 -0.041
H -2.285 -0.424 0.809
H -2.213 -0.124 -1.067

Atomic forces in eV per Å
4.0 -2.8 1.3
-1.8 3.7 -1.7
-2.0 -3.1 0.6
-1.8 -2.0 0.2
-4.3 4.9 0.6
4.9 -2.2 -1.1
-1.7 3.3 -0.8
1.0 -0.7 -0.2
1.6 -2.9 1.0
-0.3 1.7 0.6
-0.2 0.6 -1.4
0.6 -0.7 1.0

Löwdin atomic charge list, values in e, 2 entries: -0.0932 -0.1329

=====

No. 7
Computed, not measured: a structure of composition C4H6N2O at a distorted geometry, with ωB97M-V/def2-TZVPD.

Values from the calculation:
ΔE to the lowest compared entry with this formula, charge and spin = 5.2609 eV
Frontier orbital gap = 8.49 eV
Total charge = 0
HOMO energy = -7.8 eV
F_max = 2.5 eV Å⁻¹

Element x y z (Å)
C -2.330 0.012 -0.177
O -1.147 -0.701 0.182
C -0.060 0.012 0.076
C 0.532 0.969 -0.621
N 1.813 0.426 -0.811
C 2.237 -0.378 0.122
N 1.387 -1.030 0.893
H -2.365 0.938 0.404
H -3.153 -0.640 0.112
H -2.365 0.241 -1.249
H 0.332 2.007 -0.954
H 3.314 -0.413 0.261
H 1.829 -1.419 1.761

Atomic forces in eV per Å
-0.3 0.2 0.0
0.0 0.0 0.6
0.2 -0.5 1.6
0.2 -1.3 0.0
1.9 1.6 0.3
0.3 0.3 -0.8
-0.7 0.9 -1.1
-0.2 -0.1 -0.1
0.0 0.1 -0.1
0.1 -0.1 0.1
-0.3 -1.2 0.1
0.0 -0.5 -0.1
-1.4 0.6 -0.6

Löwdin atomic charge list, values in e, 2 entries: -0.0444 -0.0656

=====

No. 8
Computed, not measured: an isolated molecule of C4H6N2O, with ωB97M-V/def2-TZVPD.

Values from the calculation:
ΔE to the lowest compared entry with this formula, charge and spin = 1.4622 eV
Frontier orbital gap = 9.82 eV
Total charge = 0
HOMO energy = -8.7 eV
F_max = 0.3 eV Å⁻¹

Element x y z (Å)
C -2.251 0.465 0.213
O -1.403 -0.645 -0.041
C -0.096 -0.338 -0.136
C 0.963 -1.259 0.051
C 2.093 -0.494 -0.117
N 1.676 0.764 -0.379
N 0.333 0.883 -0.399
H -3.255 0.057 0.342
H -1.933 0.980 1.128
H -2.237 1.182 -0.614
H 0.887 -2.308 0.293
H 3.144 -0.742 -0.049
H 2.231 1.576 -0.590

Atomic forces in eV per Å
-0.2 0.2 0.0
0.1 -0.1 0.0
0.1 0.1 0.0
0.0 0.0 0.0
-0.1 0.1 0.0
0.2 0.0 0.0
-0.1 -0.2 0.1
0.1 0.1 0.0
-0.1 0.0 -0.1
0.0 -0.1 0.1
0.0 0.2 -0.1
-0.2 0.0 -0.1
0.0 -0.1 0.1

Löwdin atomic charge list, values in e, 2 entries: -0.0878 -0.0728

=====

No. 9
Computed, not measured: an isolated molecule of C4H6N2O at a distorted geometry, with ωB97M-V/def2-TZVPD.

Values from the calculation:
ΔE to the lowest compared entry with this formula, charge and spin = 1.7292 eV
Frontier orbital gap = 10.06 eV
Total charge = 0
HOMO energy = -9.3 eV
F_max = 2.4 eV Å⁻¹

Element x y z (Å)
C -0.559 1.416 1.298
C -0.142 0.390 0.294
N -0.761 -0.747 0.136
C -0.068 -1.383 -0.888
O -0.391 -2.625 -1.272
N 0.886 -0.743 -1.465
C 1.003 0.452 -0.626
H -0.374 1.063 2.310
H -1.625 1.624 1.236
H -0.033 2.360 1.182
H -1.144 -2.909 -0.743
H 1.368 1.381 -1.071
H 1.865 -0.209 -0.356

Atomic forces in eV per Å
0.0 0.1 0.1
0.1 -0.4 0.1
0.1 0.3 0.1
0.1 0.1 -0.7
-0.2 -0.1 0.2
-1.3 -0.2 -1.0
0.8 -0.7 -0.3
0.1 -0.1 0.1
-0.1 -0.1 -0.1
0.1 0.0 -0.1
0.0 0.0 0.0
-0.3 -0.3 0.0
0.6 1.4 1.8

Löwdin atomic charge list, values in e, 2 entries: -0.0254 -0.3059

=====

No. 10
Computed, not measured: an isolated molecule of C4H6N2O at a distorted geometry, with ωB97M-V/def2-TZVPD.

Values from the calculation:
ΔE to the lowest compared entry with this formula, charge and spin = 2.0547 eV
Frontier orbital gap = 8.41 eV
Total charge = 0
HOMO energy = -7.5 eV
F_max = 2.3 eV Å⁻¹

Element x y z (Å)
N 0.157 -1.180 -1.852
C 0.213 -0.410 -0.689
C 1.283 -0.123 0.115
N 0.853 0.771 1.126
C -0.469 0.929 0.951
O -1.411 1.286 1.850
C -0.905 0.313 -0.199
H 0.991 -1.726 -2.001
H -0.664 -1.775 -1.880
H 2.320 -0.390 0.010
H 1.329 0.904 2.005
H -2.009 0.646 1.363
H -1.689 0.758 -0.798

Atomic forces in eV per Å
0.2 -0.1 -0.2
0.4 0.3 -0.1
0.2 -0.2 -0.2
-0.2 -0.3 0.2
0.2 -0.4 -0.6
-0.4 -0.3 -0.3
0.7 0.3 -0.6
0.0 -0.1 -0.1
0.2 0.1 0.0
0.0 0.0 0.1
-0.1 -0.1 -0.1
-0.7 1.3 1.8
-0.4 -0.6 0.1

Löwdin atomic charge list, values in e, 2 entries: 0.0787 -0.3674

=====

No. 11
Computed, not measured: a cluster of 2 separate species, C4H6N2O in total, with ωB97M-V/def2-TZVPD.

Values from the calculation:
ΔE to the lowest compared entry with this formula, charge and spin = 2.0410 eV
Frontier orbital gap = 8.83 eV
Total charge = 0
HOMO energy = -9.1 eV
F_max = 0.6 eV Å⁻¹

Element x y z (Å)
H 0.369 -2.126 2.279
N 0.900 -1.391 1.804
C 0.130 -0.703 1.065
C -1.308 -0.752 0.766
C -1.564 0.236 -0.108
N -0.421 0.963 -0.434
C 0.686 0.461 0.237
O 1.819 0.867 0.161
H -2.024 -1.453 1.173
H -2.512 0.509 -0.557
H -0.374 1.736 -1.078
H 2.164 0.597 -2.363
H 2.135 1.056 -2.944

Atomic forces in eV per Å
0.1 0.1 0.0
-0.4 0.1 -0.2
0.2 -0.2 0.2
-0.1 0.1 -0.1
0.0 -0.1 0.1
0.1 0.1 0.0
0.4 0.2 -0.1
-0.6 -0.2 0.1
0.1 0.1 -0.1
0.1 -0.1 0.1
0.0 -0.1 0.1
0.0 0.0 0.0
0.0 0.0 -0.1

Löwdin atomic charge list, values in e, 2 entries: 0.0634 0.1839

=====

No. 12
Computed, not measured: a structure of composition C4H6N2O at a distorted geometry, with ωB97M-V/def2-TZVPD.

Values from the calculation:
ΔE to the lowest compared entry with this formula, charge and spin = 7.1934 eV
Frontier orbital gap = 9.00 eV
Total charge = 0
HOMO energy = -9.6 eV
F_max = 8.0 eV Å⁻¹

Element x y z (Å)
C -2.406 -0.235 0.002
C 0.047 0.106 -0.483
C 2.009 -0.406 0.839
C 2.407 0.640 -0.184
H -3.057 -1.062 -0.345
H -0.155 1.425 -0.310
H 2.715 -1.135 1.194
H 1.449 -0.106 1.743
H 1.723 1.397 -0.137
H 3.430 1.144 -0.907
N -1.113 -0.906 -0.277
N 1.361 -0.395 -0.509
O -2.523 0.851 0.402

Atomic forces in eV per Å
3.6 -3.8 -2.3
-5.5 -2.3 2.6
0.6 1.4 0.1
1.3 0.1 -1.8
-1.2 0.8 0.6
0.4 -4.1 -1.0
0.1 -0.8 -1.0
-0.2 0.3 -0.9
-0.4 3.2 0.9
-3.0 -2.8 2.3
5.4 5.8 -0.9
0.1 -0.4 0.2
-1.4 2.6 1.2

Löwdin atomic charge list, values in e, 2 entries: -0.4188 -0.0625